{"formula": "C44H77ClFN10O4P", "method": "ωB97M-V/def2-TZVPD", "charge": 0, "energy_ev": -94482.4274, "smiles": "CCCN[C@@]1(P(O)Cl)C(=O)N[C@H](COC(C)=O)[C@H]1[C@H](C)F.CCCC#N.CCCC#N.CCCC#N.CCCC#N.CCCC#N.CCCC#N.CCCC#N.CCCC#N", "lumo_ev": 0.0, "e_homo_ev": -8.459, "multiplicity": 1, "species": ["Cl", "P", "F", "O", "O", "O", "O", "N", "N", "N", "N", "N", "N", "N", "N", "N", "N", "C", "C", "C", "C", "C", "C", "C", "C", "C", "C", "C", "C", "C", "C", "C", "C", "C", "C", "C", "C", "C", "C", "C", "C", "C", "C", "C", "C", "C", "C", "C", "C", "C", "C", "C", "C", "C", "C", "C", "C", "C", "C", "C", "C", "H", "H", "H", "H", "H", "H", "H", "H", "H", "H", "H", "H", "H", "H", "H", "H", "H", "H", "H", "H", "H", "H", "H", "H", "H", "H", "H", "H", "H", "H", "H", "H", "H", "H", "H", "H", "H", "H", "H", "H", "H", "H", "H", "H", "H", "H", "H", "H", "H", "H", "H", "H", "H", "H", "H", "H", "H", "H", "H", "H", "H", "H", "H", "H", "H", "H", "H", "H", "H", "H", "H", "H", "H", "H", "H", "H", "H"], "positions_angstrom": [[0.216, 0.338, 0.690], [0.787, -1.699, 0.237], [-2.501, -1.627, 0.200], [-3.175, -6.006, 3.385], [2.307, -4.338, 1.839], [-5.348, -6.911, 2.719], [2.547, -1.659, 0.423], [7.831, -4.309, 3.779], [-1.699, 1.052, -8.370], [-0.430, -2.058, 2.734], [0.222, 1.258, -3.245], [1.951, 6.937, 2.297], [3.214, 1.708, 1.446], [5.272, 5.099, 6.375], [-6.657, -2.537, -5.659], [0.208, -5.521, 1.979], [-1.399, 4.419, -4.396], [-3.816, 2.216, -2.422], [0.947, 0.872, -5.902], [1.993, 4.547, -0.397], [-1.247, -5.021, 2.095], [-2.635, 4.363, -4.153], [1.632, 2.130, -6.439], [0.005, -2.900, 1.555], [-5.816, -3.378, -5.241], [-1.357, -3.740, 1.070], [0.551, 1.083, -4.449], [-2.416, -6.170, 2.105], [-2.769, -2.921, 0.922], [-5.470, -4.437, 3.335], [3.222, 2.888, 1.003], [4.541, 4.411, 7.139], [0.728, -1.581, 3.581], [-4.116, -1.152, -6.395], [0.980, -4.199, 1.777], [-4.802, -4.392, -4.738], [-4.614, -5.844, 3.123], [-4.125, 4.295, -3.859], [-4.653, 0.274, -6.468], [2.822, -2.899, 4.673], [1.928, 3.616, -1.604], [-4.425, 0.927, -7.832], [-4.353, 3.642, -2.494], [3.660, 3.582, 8.059], [7.316, -5.026, 1.142], [2.275, 4.224, 8.164], [4.197, 6.557, 3.892], [0.733, 3.361, -6.394], [3.232, 4.312, 0.470], [2.318, 5.637, 8.738], [2.970, 6.765, 3.020], [-3.865, -3.737, -0.023], [4.530, 7.853, 4.634], [4.839, 9.013, 3.693], [7.598, -4.634, 2.583], [5.474, -3.278, 0.955], [6.777, -3.818, 0.374], [-5.108, -5.768, -5.332], [-2.935, 0.995, -8.126], [-6.490, -6.287, -4.946], [1.181, -2.612, 4.777], [2.542, 2.334, -5.860], [-0.975, -4.187, 0.036], [5.395, 7.681, 5.284], [-4.622, 3.721, -4.648], [1.943, 1.954, -7.474], [-0.183, 3.199, -6.974], [1.804, 4.257, 7.174], [-4.174, 0.874, -5.684], [4.697, -4.051, 0.960], [-4.026, 1.780, -1.440], [1.639, 3.601, 8.803], [-4.583, -1.786, -7.158], [-6.593, -6.356, -3.857], [5.607, -2.917, 1.979], [-5.925, -4.363, 4.430], [0.349, -0.591, 4.130], [1.672, -1.232, 2.951], [2.771, 5.642, 9.735], [8.242, -5.383, 0.679], [4.130, 3.517, 9.046], [-4.539, 5.309, -3.864], [-4.785, -3.473, 3.214], [0.440, -5.664, 3.008], [1.253, 4.227, -6.813], [-4.161, -3.116, -0.997], [-1.859, -7.217, 2.215], [1.857, 2.567, -1.301], [-1.247, -4.677, 3.238], [-4.352, -6.483, -4.988], [-2.731, 2.185, -2.564], [-5.727, 0.261, -6.252], [1.994, 5.585, -0.748], [-3.796, -4.072, -5.031], [1.305, 6.044, 8.821], [-3.108, -6.186, 1.161], [3.254, -2.582, 3.608], [-6.653, -7.283, -5.368], [3.240, 5.011, 1.312], [-4.840, -4.428, -3.643], [5.683, 8.771, 3.037], [-4.839, 1.941, -7.838], [6.590, -5.847, 1.127], [-5.038, -5.726, -6.425], [-5.427, 3.628, -2.278], [3.089, -4.041, 4.795], [-7.285, -5.639, -5.327], [5.099, 9.908, 4.266], [3.692, 8.136, 5.282], [3.978, 9.266, 3.067], [5.038, 6.247, 3.262], [5.112, -2.435, 0.358], [-4.283, 1.582, -3.184], [1.087, 4.411, 0.205], [0.897, -2.196, 5.858], [-3.031, -1.183, -6.538], [-1.192, -2.499, 3.295], [0.052, 0.640, -6.489], [-4.922, 0.353, -8.622], [3.574, 2.568, 7.656], [-3.874, 4.241, -1.710], [-3.177, -2.653, 1.986], [1.043, 3.840, -2.208], [2.789, -0.934, 1.086], [0.450, 3.617, -5.368], [3.387, -2.252, 5.481], [4.146, 4.472, -0.113], [-4.826, -4.080, 0.571], [3.997, 5.754, 4.609], [7.524, -3.015, 0.372], [6.609, -4.103, -0.671], [-6.319, -4.462, 2.498], [0.676, -3.685, 4.699], [-4.326, -1.588, -5.414], [1.627, 0.016, -5.968], [2.814, 3.734, -2.238], [-3.339, -4.717, -0.433], [2.888, 6.316, 8.096]]}